No. 1
Molecular formula: C15H22NO5P
Method: DFT, ωB97M-V/def2-TZVPD

Values from the calculation:
Kohn-Sham gap = 9.060 eV
Lowest unoccupied orbital energy = 0.600 eV
Structure (SMILES) = CCOP(=O)(OCC)[C@H](C#N)[C@H](OC)c1ccc(OC)cc1

```
44
C15H22NO5P, DFT ωB97M-V/def2-TZVPD
C -2.804 -3.255 1.072
C -2.058 -2.056 0.550
O -2.849 -0.843 0.841
P -2.444 0.497 0.012
O -2.701 0.424 -1.456
O -3.518 1.524 0.760
C -4.840 0.918 0.886
C -5.939 1.949 0.971
C -0.622 0.706 0.418
C -0.342 2.143 0.665
N 0.161 3.200 0.622
C 0.567 0.237 -0.772
O 0.432 -0.953 -1.475
C -0.314 -0.893 -2.740
C 2.082 0.466 -0.665
C 2.700 1.716 -0.624
C 4.022 1.876 -0.215
C 4.853 0.749 -0.009
O 6.188 0.970 0.227
C 6.964 -0.180 0.725
C 4.245 -0.515 -0.079
C 2.915 -0.618 -0.428
H -2.130 -4.099 0.954
H -3.091 -3.146 2.123
H -3.685 -3.444 0.457
H -1.075 -1.966 1.036
H -1.904 -2.140 -0.539
H -4.982 0.339 -0.043
H -4.862 0.298 1.797
H -6.823 1.367 1.219
H -5.809 2.689 1.768
H -6.122 2.454 0.011
H -0.381 0.006 1.282
H 0.103 1.048 -1.401
H -0.422 -1.938 -3.046
H -1.300 -0.400 -2.548
H 0.301 -0.344 -3.490
H 2.125 2.597 -0.828
H 4.477 2.875 -0.154
H 7.830 0.303 1.179
H 6.404 -0.745 1.501
H 7.295 -0.829 -0.110
H 4.843 -1.384 0.053
H 2.506 -1.602 -0.507
```

***

No. 2
Molecular formula: C15H22O
Method: DFT, ωB97M-V/def2-TZVPD

Values from the calculation:
Energy above the lowest of the compared OMol25 structures with the same formula, charge and spin = 84.3 kcal/mol
Kohn-Sham gap = 9.331 eV
Lowest unoccupied orbital energy = 0.476 eV
Structure (SMILES) = CCCCC/C(C=O)=C\[C@@H]1C[C@H]2C=C[C@@H]1C2

```
38
C15H22O, DFT ωB97M-V/def2-TZVPD
C -3.762 -2.541 3.503
C -2.246 -2.433 3.145
C -2.123 -1.607 1.959
C -0.733 -1.438 1.487
C -0.563 -1.030 0.092
C -0.331 0.435 0.014
C -1.344 1.422 -0.129
O -2.292 1.408 0.595
C 1.013 0.951 -0.159
C 2.261 0.088 -0.138
C 3.580 1.051 0.201
C 4.430 0.756 -0.946
C 4.847 -0.679 -0.945
C 3.781 -1.392 -1.475
C 2.651 -0.374 -1.545
C 3.373 0.919 -2.042
H -3.822 -3.099 4.426
H -4.175 -3.181 2.807
H -4.181 -1.510 3.590
H -1.844 -3.367 2.856
H -1.695 -1.896 4.041
H -2.498 -0.650 2.212
H -2.595 -2.113 1.020
H -0.054 -2.318 1.566
H -0.290 -0.598 2.071
H -1.465 -1.269 -0.551
H 0.312 -1.490 -0.435
H -1.239 2.231 -0.904
H 1.257 2.083 -0.289
H 2.223 -0.747 0.610
H 3.356 2.103 0.130
H 4.033 0.760 1.210
H 5.232 1.499 -0.988
H 5.679 -1.176 -0.392
H 3.768 -2.415 -1.811
H 1.845 -0.690 -2.204
H 2.729 1.768 -2.050
H 3.676 0.812 -3.076
```

***

No. 3
Molecular formula: C15H22O5
Method: DFT, ωB97M-V/def2-TZVPD

Values from the calculation:
Energy above the lowest of the compared OMol25 structures with the same formula, charge and spin = 253.2 kcal/mol
Kohn-Sham gap = 8.592 eV
Lowest unoccupied orbital energy = 0.020 eV
Structure (SMILES) = CC(C)(O)CCC[C@](C)(O)c1ccc(C(=O)O)cc1O

```
42
C15H22O5, DFT ωB97M-V/def2-TZVPD
C -4.333 -0.507 -0.670
C -3.279 -1.253 0.025
C -3.899 -2.402 0.947
O -2.116 -1.591 -0.426
C -2.855 -0.060 1.219
C -1.926 0.881 0.573
C -0.552 0.577 0.837
C 0.439 1.196 -0.570
C 0.259 2.548 -0.636
O -0.315 0.564 -1.649
C 1.727 0.602 -0.240
C 2.730 1.356 0.049
C 3.943 0.987 0.471
C 4.352 -0.316 0.047
C 5.637 -1.023 0.263
O 6.072 -2.156 -0.051
O 6.612 0.009 0.593
C 3.292 -1.205 -0.320
C 2.053 -0.613 -0.908
O 1.239 -1.649 -1.140
H -4.458 -1.244 -1.533
H -5.133 -0.200 -0.226
H -3.987 0.376 -1.261
H -4.749 -2.172 1.727
H -3.069 -2.757 1.349
H -4.253 -3.011 0.070
H -2.011 -0.694 -0.867
H -2.471 -0.313 2.089
H -3.911 0.551 1.497
H -2.217 1.399 -0.299
H -2.070 1.955 1.153
H -0.409 -0.643 0.785
H -0.023 0.917 1.695
H 0.536 3.300 0.349
H 1.044 2.962 -1.548
H -0.702 2.936 -0.701
H 0.049 0.962 -2.355
H 2.544 2.257 0.380
H 4.864 1.578 0.721
H 7.438 -0.551 0.600
H 3.609 -2.121 -0.771
H 0.300 -1.432 -1.265
```

***

No. 4
Molecular formula: C15H23Cl2PTc
Method: DFT, ωB97M-V/def2-TZVPD

Values from the calculation:
Kohn-Sham gap (spin up / spin down) = 6.480 / 8.382 eV
⟨S²⟩ = 3.786
2S+1 = 4
Lowest unoccupied orbital energy (spin up / spin down) = -0.283 / -0.673 eV

```
42
C15H23Cl2PTc, DFT ωB97M-V/def2-TZVPD
Tc 0.481 -0.733 -0.987
Cl 2.540 -0.488 -1.757
Cl -2.229 -0.869 -0.311
C -0.189 -2.265 -1.972
H -1.247 -2.579 -1.977
H 0.381 -2.847 -2.717
C 0.528 -1.840 0.835
C 0.462 -2.744 -0.292
H -0.452 -1.662 1.351
C 1.693 -3.601 -0.657
H -0.390 -3.446 -0.120
C 2.634 -3.936 0.504
H 1.302 -4.525 -1.103
H 2.261 -3.102 -1.452
C 2.866 -2.749 1.399
H 2.157 -4.732 1.083
H 3.576 -4.325 0.114
C 1.525 -2.266 1.933
H 3.544 -3.018 2.207
H 3.380 -1.942 0.878
H 0.984 -3.100 2.411
H 1.641 -1.518 2.728
C -1.960 1.672 -2.258
P -0.609 1.521 -1.031
C 0.625 2.644 -1.781
C -1.237 2.580 0.345
C -0.653 3.802 0.728
C -1.292 4.626 1.661
C -2.495 4.225 2.251
C -3.045 2.979 1.927
C -2.406 2.164 0.995
H -1.727 1.047 -3.127
H -2.049 2.724 -2.556
H -2.883 1.307 -1.799
H 0.141 3.587 -2.064
H 1.427 2.834 -1.060
H 1.064 2.163 -2.663
H 0.290 4.129 0.289
H -0.849 5.589 1.924
H -3.002 4.876 2.966
H -3.972 2.642 2.394
H -2.815 1.177 0.761
```

***

No. 5
Molecular formula: C15H23ClN4O4S
Method: DFT, ωB97M-V/def2-TZVPD

Values from the calculation:
Energy above the lowest of the compared OMol25 structures with the same formula, charge and spin = 8.6 kcal/mol
Kohn-Sham gap = 8.843 eV
Lowest unoccupied orbital energy = 0.474 eV
Structure (SMILES) = CO[C@@]1(C(=O)NC[C@H](CO)NC(=O)Cc2cc(Cl)n(C)n2)CCSC1

```
48
C15H23ClN4O4S, DFT ωB97M-V/def2-TZVPD
C -0.305 1.673 1.836
O -0.932 0.568 1.195
C -1.944 0.846 0.241
C -1.378 1.049 -1.174
O -2.128 1.196 -2.127
N -0.039 1.016 -1.288
C 0.585 1.070 -2.592
C 2.103 0.930 -2.516
C 2.710 0.825 -3.905
O 2.337 1.979 -4.633
N 2.555 -0.214 -1.736
C 2.599 -0.183 -0.375
O 2.444 0.848 0.256
C 2.838 -1.514 0.319
C 1.600 -1.918 1.060
C 0.559 -2.759 0.626
C -0.329 -2.735 1.673
Cl -1.816 -3.559 1.865
N 0.174 -1.938 2.633
C -0.450 -1.490 3.859
N 1.357 -1.425 2.264
C -2.867 -0.373 0.228
C -3.632 -0.369 1.543
S -3.913 1.385 1.973
C -2.865 2.004 0.624
H 0.587 1.274 2.314
H 0.002 2.440 1.119
H -0.970 2.113 2.584
H 0.519 0.918 -0.453
H 0.164 0.278 -3.221
H 0.351 2.013 -3.089
H 2.515 1.816 -2.029
H 3.798 0.746 -3.811
H 2.338 -0.086 -4.396
H 2.695 1.923 -5.523
H 2.523 -1.123 -2.171
H 3.135 -2.286 -0.391
H 3.647 -1.362 1.033
H 0.471 -3.319 -0.289
H 0.344 -1.179 4.530
H -1.110 -0.646 3.656
H -1.014 -2.306 4.306
H -3.542 -0.271 -0.622
H -2.287 -1.289 0.103
H -4.586 -0.885 1.455
H -3.058 -0.837 2.339
H -2.327 2.889 0.958
H -3.457 2.268 -0.250
```

***

No. 6
Molecular formula: C15H23ClN4O4S
Method: DFT, ωB97M-V/def2-TZVPD

Values from the calculation:
Energy above the lowest of the compared OMol25 structures with the same formula, charge and spin = 9.6 kcal/mol
Kohn-Sham gap = 9.158 eV
Lowest unoccupied orbital energy = 0.498 eV
Structure (SMILES) = CO[C@@]1(C(=O)NC[C@H](CO)NC(=O)Cc2cc(Cl)n(C)n2)CCSC1

```
48
C15H23ClN4O4S, DFT ωB97M-V/def2-TZVPD
C -0.143 2.205 -0.097
O -0.952 1.277 0.612
C -2.174 0.934 -0.040
C -1.856 0.083 -1.285
O -2.391 0.263 -2.361
N -0.931 -0.877 -1.043
C -0.319 -1.672 -2.088
C 1.069 -1.135 -2.463
C 1.756 -2.051 -3.463
O 0.906 -2.045 -4.607
N 1.830 -0.897 -1.238
C 3.004 -1.436 -0.825
O 3.656 -2.253 -1.447
C 3.473 -0.931 0.540
C 2.381 -0.581 1.498
C 1.425 -1.439 2.082
C 0.666 -0.597 2.857
Cl -0.675 -0.933 3.862
N 1.151 0.650 2.731
C 0.638 1.873 3.314
N 2.199 0.674 1.889
C -2.989 0.161 0.993
C -3.410 1.169 2.058
S -3.678 2.757 1.194
C -3.033 2.140 -0.389
H 0.851 2.160 0.344
H -0.076 1.950 -1.161
H -0.530 3.222 -0.001
H -0.521 -0.893 -0.121
H -0.222 -2.704 -1.742
H -0.971 -1.654 -2.957
H 0.928 -0.169 -2.960
H 2.751 -1.676 -3.701
H 1.865 -3.057 -3.053
H 1.301 -2.602 -5.282
H 1.454 -0.175 -0.644
H 4.115 -1.714 0.942
H 4.095 -0.048 0.378
H 1.317 -2.505 1.976
H 0.498 1.745 4.385
H 1.380 2.645 3.133
H -0.307 2.147 2.845
H -3.861 -0.266 0.496
H -2.405 -0.653 1.424
H -4.326 0.867 2.561
H -2.627 1.296 2.803
H -2.479 2.924 -0.899
H -3.836 1.820 -1.049
```

***

No. 7
Molecular formula: C15H23EuF3NO2P
Method: DFT, ωB97M-V/def2-TZVPD

Values from the calculation:
Energy above the lowest of the compared OMol25 structures with the same formula, charge and spin = 0.0 kcal/mol
Kohn-Sham gap (spin up / spin down) = 6.363 / 6.408 eV
⟨S²⟩ = 15.761
2S+1 = 8
Lowest unoccupied orbital energy (spin up / spin down) = -0.781 / -0.744 eV

```
46
C15H23EuF3NO2P, DFT ωB97M-V/def2-TZVPD
C 1.300 1.369 -4.244
C 1.645 2.081 -3.102
C 1.374 1.559 -1.822
C 0.738 0.333 -1.721
C 0.352 -0.360 -2.864
C 0.669 0.137 -4.139
C 1.775 2.379 -0.625
C 0.835 3.588 -0.406
N -0.535 3.246 -0.159
Eu 1.187 -1.452 -0.029
C -0.437 -1.647 -2.733
P -1.561 -1.546 -1.235
H 2.149 3.049 -3.171
H 0.385 -0.445 -5.017
H 1.523 1.787 -5.219
H 0.212 -2.536 -2.589
H -1.105 -1.832 -3.588
H 1.822 1.796 0.307
H 2.778 2.805 -0.783
H 1.205 4.128 0.486
C -2.627 -2.998 -1.498
C -2.681 -0.242 -1.863
H 0.875 4.249 -1.289
C -1.522 3.468 -1.173
C -0.985 3.042 1.192
H -1.175 -1.480 1.178
H -1.860 4.522 -1.181
H -1.104 3.220 -2.161
H -2.395 2.824 -0.990
H -1.247 4.003 1.677
H -1.885 2.406 1.189
H -0.201 2.544 1.783
H -3.310 -0.675 -2.654
H -3.304 0.114 -1.030
H -2.106 0.605 -2.261
H -3.091 -2.948 -2.491
H -2.027 -3.907 -1.388
H -3.399 -2.983 -0.720
H -1.151 -0.749 1.056
F 2.101 -1.156 4.376
C 1.777 -1.044 3.087
F 2.073 -2.283 2.490
F 0.394 -0.948 2.993
C 2.422 0.171 2.352
O 2.591 1.169 3.031
O 2.618 -0.047 1.086
```

***

No. 8
Molecular formula: C15H23F6NO10P3ReSSbTe
Method: DFT, ωB97M-V/def2-TZVPD

Values from the calculation:
Kohn-Sham gap (spin up / spin down) = 3.660 / 3.667 eV
Total charge = +1
⟨S²⟩ = 2.234
2S+1 = 3
Lowest unoccupied orbital energy (spin up / spin down) = -7.355 / -6.846 eV

```
62
C15H23F6NO10P3ReSSbTe, DFT ωB97M-V/def2-TZVPD
Re 11.616 10.654 9.383
S 9.717 9.847 13.364
C 10.378 11.471 13.417
C 10.979 11.841 12.260
C 11.023 10.792 11.320
C 10.351 9.650 11.755
C 10.004 8.673 10.723
C 9.395 7.428 10.782
C 9.440 6.590 9.709
C 9.922 7.030 8.504
C 10.274 8.365 8.349
N 10.433 9.123 9.442
H 10.406 12.002 14.380
H 11.430 12.844 12.063
H 8.871 7.159 11.723
H 9.091 5.572 9.801
H 10.171 6.360 7.710
H 10.370 8.861 7.410
C 16.220 10.891 9.073
C 15.261 10.658 7.961
O 15.859 10.496 6.666
P 14.419 9.153 8.495
O 15.562 8.167 9.013
O 13.875 8.636 7.139
O 13.341 9.463 9.584
P 13.829 11.759 7.946
O 12.528 10.925 7.279
O 14.263 13.027 7.200
O 13.187 12.027 9.341
H 16.923 10.086 9.237
H 15.661 11.098 9.976
H 16.786 11.809 8.887
H 15.573 11.302 6.182
H 15.309 7.165 9.019
H 13.791 7.646 6.916
H 12.735 10.123 6.721
F 14.015 6.314 6.306
Sb 13.812 4.911 7.665
F 15.555 5.795 8.241
F 14.735 3.589 6.673
F 13.816 4.037 9.311
F 12.294 4.075 6.827
F 13.016 6.397 8.604
C 9.494 13.186 6.237
C 8.101 13.239 6.852
O 7.947 12.290 7.957
P 8.681 12.193 9.347
O 10.147 11.870 9.066
Te 8.332 14.091 10.903
O 8.109 10.969 10.128
C 6.606 10.769 10.244
C 6.113 10.312 11.598
H 10.231 13.360 7.022
H 9.597 13.876 5.439
H 9.664 12.157 5.830
H 7.304 12.791 6.179
H 7.723 14.233 7.209
H 6.464 10.037 9.404
H 6.279 11.787 9.990
H 5.387 9.445 11.418
H 5.643 11.142 12.191
H 6.926 9.847 12.201
```

***

no.,strongest force on any atom (hartree/bohr)
1,0.090
2,0.145
3,0.242
4,0.081
5,0.007
6,0.004
7,0.041
8,0.136